This record from the OMol25 dataset describes a cluster of 3 separate species, C4H10N2O2 in total. The level of theory is wB97M-V/def2-TZVPD.

Computed properties:
**Strongest force on any atom**: 0.363 eV/A
**Energy**: -418.20669 hartree
**Relative energy (zero: lowest compared OMol25 entry of this formula, charge and spin)**: 159.6 kcal per mole
**HOMO-LUMO gap**: 8.70 eV
**Lowest unoccupied orbital energy**: -0.2 eV
**Multiplicity**: 1
**HOMO level**: -8.93 eV

Element x y z (Å)
1 C 1.0964 -0.0509 -1.4620
2 C 0.2140 -0.8231 -2.3628
3 N 0.3977 -0.6623 0.5333
4 N -0.2845 -1.6554 0.7468
5 H -0.8897 -1.5474 1.5863
6 H 1.2691 0.9896 -1.6736
7 H 1.9516 -0.5703 -1.0609
8 H 0.8342 -1.1841 -3.1954
9 H -0.5929 -0.2163 -2.7685
10 H -0.1929 -1.7081 -1.8699
11 C -0.8013 0.8429 2.2548
12 C 0.4031 0.5880 1.3766
13 O -0.3828 1.2400 -0.4359
14 O 1.4770 1.1074 1.5263
15 H -1.2503 0.8684 -0.6515
16 H -0.8746 1.9187 2.3913
17 H -1.7363 0.4803 1.8314
18 H -0.6378 0.3827 3.2337

Listed below, in e, are the Löwdin charges computed for each atom:
1. C 0.06
2. C -0.12
3. N -0.07
4. N 0.13
5. H 0.07
6. H 0.08
7. H 0.08
8. H 0.09
9. H 0.08
10. H 0.07
11. C -0.03
12. C -0.55
13. O -0.24
14. O 0.08
15. H 0.01
16. H 0.09
17. H 0.07
18. H 0.09



This record from the OMol25 dataset describes a cluster of 3 separate species, C4H10N2O2 in total at a distorted geometry. The level of theory is wB97M-V/def2-TZVPD.

Computed properties:
**Strongest force on any atom**: 6.747 eV/A
**Energy**: -418.33671 hartree
**Relative energy (zero: lowest compared OMol25 entry of this formula, charge and spin)**: 78.0 kcal per mole
**HOMO-LUMO gap**: 9.04 eV
**Lowest unoccupied orbital energy**: 0.6 eV
**Multiplicity**: 1
**SMILES string**: Cc1c[nH]cn1.O.O
**HOMO level**: -8.47 eV

Element x y z (Å)
1 C 2.1983 -0.7240 1.8103
2 C 1.4042 -1.2462 0.6336
3 C 1.7596 -2.1154 -0.4017
4 N 0.5492 -2.4392 -1.1035
5 C -0.3782 -1.5492 -0.5939
6 N 0.0730 -0.7892 0.4985
7 H 2.1114 0.4644 1.8272
8 H 1.4375 -0.8093 2.6460
9 H 3.1920 -1.1895 1.8687
10 H 2.6246 -2.5745 -0.6133
11 H 0.5146 -2.8210 -1.9665
12 H -1.3885 -1.6813 -0.9942
13 H -3.2652 1.8633 -1.5434
14 H -3.1503 3.1378 -0.9080
15 O -2.6332 2.3491 -1.0526
16 H -1.0284 3.4550 0.3425
17 H -2.3013 3.9788 -0.0121
18 O -1.4924 4.2238 0.4150

Listed below, in e, are the Löwdin charges computed for each atom:
1. C -0.07
2. C -0.38
3. C -0.04
4. N 0.05
5. C -0.16
6. N 0.08
7. H 0.11
8. H 0.08
9. H 0.07
10. H 0.06
11. H 0.09
12. H 0.11
13. H 0.03
14. H 0.03
15. O -0.02
16. H -0.02
17. H -0.02
18. O -0.01



This record from the OMol25 dataset describes a cluster of 2 separate species, C4H10N2O2 in total at a distorted geometry. The level of theory is wB97M-V/def2-TZVPD.

Computed properties:
**Strongest force on any atom**: 1.444 eV/A
**Energy**: -418.44208 hartree
**Relative energy (zero: lowest compared OMol25 entry of this formula, charge and spin)**: 11.8 kcal per mole
**HOMO-LUMO gap**: 10.36 eV
**Lowest unoccupied orbital energy**: 0.6 eV
**Multiplicity**: 1
**SMILES string**: CC(N)=O.CC(N)=O
**HOMO level**: -9.74 eV

Element x y z (Å)
1 C 1.9622 0.3062 -1.4446
2 C 1.4899 -1.1082 -1.3700
3 O 1.7079 -1.8329 -0.4043
4 N 0.5531 -1.4748 -2.3031
5 H 1.2299 0.9296 -0.9119
6 H 2.0296 0.7491 -2.4428
7 H 0.2124 -2.4163 -2.2173
8 H 0.2783 -0.8899 -3.0721
9 H 2.8795 0.5179 -0.9217
10 C -1.4125 1.2897 2.4968
11 C -1.9166 0.3845 1.4101
12 O -3.0934 0.2183 1.1606
13 N -0.9124 -0.1632 0.6470
14 H -1.8151 1.0481 3.4758
15 H -1.6725 2.3201 2.2537
16 H -1.1157 -0.8695 -0.0413
17 H -0.0818 -0.3719 1.1758
18 H -0.3228 1.3634 2.5093

Listed below, in e, are the Löwdin charges computed for each atom:
1. C -0.02
2. C -0.60
3. O 0.02
4. N 0.15
5. H 0.08
6. H 0.08
7. H 0.11
8. H 0.10
9. H 0.08
10. C -0.02
11. C -0.59
12. O 0.04
13. N 0.15
14. H 0.09
15. H 0.09
16. H 0.09
17. H 0.09
18. H 0.07



This record from the OMol25 dataset describes a cluster of 2 separate species, C4H10N2O2 in total at a distorted geometry. The level of theory is wB97M-V/def2-TZVPD.

Computed properties:
**Strongest force on any atom**: 1.402 eV/A
**Energy**: -418.44310 hartree
**Relative energy (zero: lowest compared OMol25 entry of this formula, charge and spin)**: 11.2 kcal per mole
**HOMO-LUMO gap**: 9.98 eV
**Lowest unoccupied orbital energy**: 0.6 eV
**Multiplicity**: 1
**SMILES string**: CC(N)=O.CC(N)=O
**HOMO level**: -9.33 eV

Element x y z (Å)
1 C -2.7855 0.9408 1.0280
2 C -1.3923 0.5010 1.3847
3 O -0.8283 -0.4171 0.8243
4 N -0.7972 1.1392 2.4291
5 H -3.5173 0.1617 1.1879
6 H -2.8923 1.2761 -0.0005
7 H 0.1182 0.7451 2.5638
8 H -0.8968 2.0728 2.7851
9 H -3.0600 1.8060 1.6393
10 C 1.2860 -0.2752 -2.2967
11 C 2.4053 -0.9030 -1.5043
12 O 3.5684 -0.5747 -1.6572
13 N 2.0325 -1.8449 -0.6007
14 H 2.6420 -2.3613 0.0008
15 H 1.0685 -1.8523 -0.3051
16 H 0.3161 -0.6085 -1.9237
17 H 1.3840 -0.6122 -3.3264
18 H 1.3488 0.8064 -2.2283

Listed below, in e, are the Löwdin charges computed for each atom:
1. C -0.01
2. C -0.59
3. O 0.03
4. N 0.15
5. H 0.08
6. H 0.08
7. H 0.10
8. H 0.10
9. H 0.07
10. C -0.01
11. C -0.60
12. O 0.02
13. N 0.16
14. H 0.10
15. H 0.07
16. H 0.06
17. H 0.08
18. H 0.08



This record from the OMol25 dataset describes a structure of composition C4H10N2O2 at a distorted geometry. The level of theory is wB97M-V/def2-TZVPD.

Computed properties:
**Strongest force on any atom**: 4.157 eV/A
**Energy**: -418.25261 hartree
**Relative energy (zero: lowest compared OMol25 entry of this formula, charge and spin)**: 130.7 kcal per mole
**HOMO-LUMO gap**: 10.35 eV
**Lowest unoccupied orbital energy**: 0.7 eV
**Multiplicity**: 1
**HOMO level**: -9.69 eV

Element x y z (Å)
1 O 2.5375 0.1246 -0.3378
2 C 1.9373 -0.1293 -1.3569
3 N 0.5952 -0.3440 -1.4097
4 C -0.3316 -0.1531 -0.2992
5 C -0.8032 1.3043 -0.0345
6 O -2.1832 1.2923 0.3102
7 C 0.0786 -0.9888 0.9615
8 N -1.4587 -1.0076 1.9052
9 H 2.3984 -0.2291 -2.3642
10 H 0.1296 -0.3229 -2.3004
11 H -1.1958 -0.7370 -0.6929
12 H -0.8033 2.0309 -0.8539
13 H -0.0543 1.7457 0.6732
14 H -2.2884 0.4970 0.8712
15 H 1.0772 -0.6851 1.2999
16 H 0.0784 -2.0260 0.6797
17 H -0.5390 -0.3332 1.7886
18 H -1.3109 -1.8191 2.5075

Listed below, in e, are the Löwdin charges computed for each atom:
1. O 0.02
2. C -0.35
3. N 0.05
4. C -0.30
5. C -0.21
6. O -0.08
7. C -0.11
8. N 0.01
9. H 0.14
10. H 0.13
11. H 0.15
12. H 0.12
13. H 0.13
14. H 0.04
15. H 0.11
16. H 0.11
17. H 0.01
18. H 0.02



This record from the OMol25 dataset describes the molecule C4H10N2O2 at a distorted geometry. The level of theory is wB97M-V/def2-TZVPD.

Computed properties:
**Strongest force on any atom**: 1.583 eV/A
**Energy**: -418.38557 hartree
**Relative energy (zero: lowest compared OMol25 entry of this formula, charge and spin)**: 47.3 kcal per mole
**HOMO-LUMO gap**: 10.20 eV
**Lowest unoccupied orbital energy**: 0.7 eV
**Multiplicity**: 1
**SMILES string**: O=CNCCNCO
**HOMO level**: -9.49 eV

Element x y z (Å)
1 C 0.1031 -1.4742 0.1423
2 N -1.2653 -1.4087 0.6186
3 C -2.3171 -1.6712 -0.1773
4 O -2.2363 -1.7423 -1.3886
5 C 0.6188 -0.2065 -0.4950
6 N 0.5602 0.8702 0.4731
7 C 0.6614 2.2020 0.0012
8 O 1.9075 2.6470 -0.4907
9 H 0.7009 -1.7754 1.0064
10 H 0.2634 -2.3611 -0.4750
11 H -1.3521 -0.9765 1.5233
12 H -3.2676 -1.9618 0.2912
13 H -0.0266 0.0046 -1.3387
14 H 1.5886 -0.4120 -0.9802
15 H 1.1059 0.6221 1.2853
16 H -0.0921 2.4014 -0.7557
17 H 0.3403 2.8871 0.7992
18 H 2.7070 2.3555 -0.0396

Listed below, in e, are the Löwdin charges computed for each atom:
1. C -0.20
2. N 0.02
3. C -0.37
4. O 0.01
5. C -0.22
6. N -0.05
7. C -0.32
8. O -0.06
9. H 0.12
10. H 0.13
11. H 0.13
12. H 0.13
13. H 0.12
14. H 0.12
15. H 0.12
16. H 0.12
17. H 0.12
18. H 0.08